Version 1
{"formula": "C5H14O3", "method": "the ωB97M-V functional and the def2-TZVPD basis", "symbols": ["C", "C", "C", "C", "C", "H", "H", "H", "H", "H", "H", "H", "H", "H", "H", "O", "H", "H", "O", "H", "H", "O"], "coordinates": [[-1.396, 0.743, 0.001], [-0.251, 0.006, 0.697], [-0.427, -0.502, 1.908], [2.199, -0.367, 0.338], [1.029, 0.160, 0.009], [-1.341, 0.740, -1.083], [-1.274, 1.796, 0.275], [-2.400, 0.503, 0.347], [-1.353, -0.556, 2.465], [0.406, -0.838, 2.513], [2.359, -1.059, 1.167], [3.169, -0.209, -0.117], [1.008, 0.832, -0.842], [0.031, -2.497, -1.892], [-1.308, -3.140, -1.434], [-0.464, -2.811, -1.121], [-0.436, 2.799, 1.802], [1.129, 2.246, 1.937], [0.464, 2.954, 1.971], [-0.531, -0.977, -2.674], [-0.556, 0.501, -3.088], [-0.056, -0.323, -3.179]], "mulliken_charge": [-1.1609, 1.1984, -1.0190, -0.9156, -0.0545, 0.0874, 0.2298, 0.4162, 0.2997, 0.2194, 0.1984, 0.2827, 0.2152, 0.3047, 0.3054, -0.6158, 0.3021, 0.3431, -0.6320, 0.2910, 0.3081, -0.6036], "smiles": "C=CC(=C)C.O.O.O", "e_lumo_ev": 0.460, "charge": 0}

---

Version 2
{"formula": "C5H14O3", "method": "the ωB97M-V functional and the def2-TZVPD basis", "symbols": ["C", "C", "C", "O", "C", "C", "H", "H", "H", "H", "H", "H", "H", "H", "H", "H", "H", "H", "O", "H", "H", "O"], "coordinates": [[-1.382, 1.095, 1.225], [-0.691, -0.241, 1.596], [0.257, -2.884, -0.851], [0.118, 0.202, -2.648], [0.300, -1.748, -0.125], [-0.790, -1.286, 0.622], [-0.979, 1.894, 1.844], [-2.464, 1.014, 1.180], [-1.039, 1.438, 0.243], [-1.151, -0.409, 2.594], [0.373, -0.181, 1.836], [-0.559, -3.599, -0.736], [1.130, -3.421, -1.206], [0.268, -0.671, -2.301], [1.270, -1.269, -0.021], [-1.676, -1.923, 0.637], [1.208, 1.937, -0.358], [0.837, 3.380, -1.623], [0.534, 2.548, -1.261], [2.129, 1.950, 1.017], [0.608, 0.877, -2.125], [1.698, 1.298, 0.459]], "mulliken_charge": [-1.0558, -0.2741, -0.4918, -0.6497, -0.2042, -0.0281, 0.3158, 0.3995, 0.2666, 0.3550, 0.3154, 0.2784, 0.2999, 0.2912, 0.3849, 0.3436, 0.3875, 0.1292, -0.9053, 0.2141, 0.3674, -0.7394], "e_lumo_ev": -3.674, "charge": 0}

---

What are the relative energies? In kJ/mol: version 1 0.0; version 2 327.0.

---

Version 1
{"formula": "C3H12NO3", "method": "the ωB97M-V functional and the def2-TZVPD basis", "symbols": ["C", "C", "C", "O", "N", "H", "H", "H", "H", "H", "H", "H", "H", "H", "H", "O", "H", "H", "O"], "coordinates": [[0.517, 0.336, 0.843], [1.235, 1.185, 1.874], [2.225, 2.132, 1.236], [2.486, 1.995, 0.068], [-0.733, -0.235, 1.463], [1.063, -0.529, 0.476], [0.431, 1.013, -0.007], [1.832, 0.656, 2.637], [0.572, 1.704, 2.563], [2.697, 2.919, 1.838], [-1.338, -0.793, 0.851], [-1.186, 0.518, 1.870], [-0.466, -0.942, 2.144], [0.894, -0.976, -5.372], [-0.002, -2.041, -6.014], [0.025, -1.114, -5.761], [-3.970, -1.487, 0.084], [-3.125, -2.344, -0.838], [-3.154, -1.998, 0.046]], "mulliken_charge": [-0.5265, -0.5930, -0.0830, -0.4404, -0.1984, 0.3140, 0.3871, 0.3534, 0.4058, 0.3863, 0.2812, 0.3433, 0.3749, 0.3192, 0.3270, -0.6462, 0.3375, 0.3376, -0.6800], "e_lumo_ev": -3.576, "charge": 1}

---

Version 2
{"formula": "C3H12NO3", "method": "the ωB97M-V functional and the def2-TZVPD basis", "symbols": ["C", "C", "C", "N", "H", "H", "H", "H", "H", "H", "H", "H", "O", "H", "H", "O", "H", "H", "O"], "coordinates": [[1.185, -1.101, -0.061], [1.784, -0.009, -0.479], [-0.348, -2.446, -1.224], [-0.158, -1.382, -0.572], [1.679, -1.890, 0.483], [1.446, 0.768, -1.147], [2.804, 0.075, -0.145], [-1.301, -2.613, -1.727], [0.317, -3.279, -1.424], [-0.847, -0.606, -0.495], [-2.300, 0.304, 0.745], [-2.458, 1.190, -0.517], [-2.250, 0.311, -0.220], [-0.801, 3.386, -0.213], [0.388, 3.292, -1.214], [-0.382, 2.834, -0.867], [1.221, 0.444, 3.609], [0.829, 1.073, 2.172], [0.787, 0.336, 2.761]], "mulliken_charge": [-0.1064, -0.7207, -0.1013, 0.1264, 0.3923, 0.2623, 0.2692, 0.2636, 0.3209, 0.3133, 0.3370, 0.2966, -0.6935, 0.3163, 0.2983, -0.5867, 0.3102, 0.3145, -0.6124], "e_lumo_ev": -4.514, "charge": 1}

---

What are the relative energies? In kJ/mol: version 1 0.0; version 2 61.6.